{"formula": "C7H12N3O", "method": "ωB97M-V with the def2-TZVPD basis set", "species": ["C", "C", "C", "C", "C", "C", "C", "N", "N", "N", "O", "H", "H", "H", "H", "H", "H", "H", "H", "H", "H", "H", "H"], "positions_angstrom": [[0.9076, -1.3092, 0.3059], [-0.4083, -1.7077, 0.5999], [-1.2252, 0.4359, -0.0282], [0.0351, 0.8980, -0.2613], [1.1065, -0.0556, -0.0223], [-2.8520, -1.3686, 0.4549], [-0.6026, 3.2505, -0.4973], [-1.4739, -0.8986, 0.3495], [4.7139, -1.9631, 0.0935], [3.6813, -1.8178, 0.6201], [0.3597, 2.1774, -0.5932], [1.7571, -2.0048, 0.3622], [-0.7116, -2.5530, 1.0520], [-2.1616, 0.9893, -0.2366], [-3.3969, -0.6670, 1.0382], [-3.3636, -1.5901, -0.5649], [-2.6540, -2.4459, 0.6866], [-0.0718, 4.0936, -0.8563], [-0.7649, 3.3267, 0.6105], [-1.4701, 3.0616, -1.0916], [4.7669, -2.8702, -0.5374], [5.6054, -1.4094, 0.3256], [1.9760, 0.3058, -0.3759]], "max_force_ev_per_a": 4.8, "de_lowest_ev": 4.684, "homo_lumo_gap_ha": 0.2655, "lumo_energy_ev": -4.0533, "total_charge": 1, "e_tot_ev": -13960.588}

{"formula": "C7H12N3O5", "method": "ωB97M-V with the def2-TZVPD basis set", "species": ["C", "C", "C", "C", "C", "C", "C", "N", "N", "N", "O", "O", "O", "O", "O", "H", "H", "H", "H", "H", "H", "H", "H", "H", "H", "H", "H"], "positions_angstrom": [[-2.1873, -0.0580, 1.6734], [-1.8457, -0.5368, 0.4477], [-0.0119, 0.6309, -1.1687], [-0.4049, -0.0658, 0.2618], [2.2137, -0.3005, -3.8562], [-0.5593, 0.2415, 3.6190], [1.7117, 0.7270, -2.8518], [-0.1642, 0.8362, 1.3590], [0.4723, -1.4093, 0.3576], [-1.1249, 0.6587, 2.3514], [-0.5786, 1.6398, -1.4367], [1.0924, -1.4697, 1.3760], [0.4115, -2.1254, -0.5247], [-2.4809, -1.1805, -0.4465], [0.8636, -0.0290, -1.8874], [-3.0105, -0.3658, 2.3066], [1.7994, -1.1904, -3.3830], [1.8605, -0.0808, -4.8029], [3.2690, -0.1510, -3.8360], [0.2084, -0.5917, 3.4158], [0.1167, 1.0049, 4.0927], [-1.2406, 0.0237, 4.5274], [1.1308, 1.5801, -3.2254], [2.5561, 1.3220, -2.2796], [0.8299, 0.7220, 1.6713], [-1.4699, 1.6634, 2.4785], [-3.4575, -1.4956, -0.2393]], "max_force_ev_per_a": 5.4, "de_lowest_ev": 6.307, "homo_lumo_gap_ha": 0.3840, "lumo_energy_ev": -3.2200, "total_charge": 1, "e_tot_ev": -22148.030}

{"formula": "C7H12N4", "method": "ωB97M-V with the def2-TZVPD basis set", "species": ["C", "C", "C", "C", "C", "C", "C", "N", "N", "N", "N", "H", "H", "H", "H", "H", "H", "H", "H", "H", "H", "H", "H"], "positions_angstrom": [[0.9919, -3.4423, -0.1631], [1.1651, -3.1327, 1.1944], [0.9505, -2.1507, -0.7073], [1.0826, 0.0302, -0.1916], [-1.5414, 0.5316, 1.0353], [-0.0935, 2.5873, 0.2624], [-0.6962, 1.2488, 0.0564], [1.2352, -1.8621, 1.5167], [1.0662, -1.2522, 0.3075], [0.8011, -1.4203, -1.9579], [1.2045, -0.0560, -1.5998], [0.8864, -4.5084, -0.4683], [1.3873, -3.8613, 1.9641], [1.6507, 0.8108, 0.3841], [-1.0245, 0.3331, 2.0134], [-2.0320, -0.4490, 0.6152], [-2.4677, 1.0952, 1.2548], [0.6937, 3.0453, -0.4769], [0.3742, 2.5697, 1.2315], [-0.8676, 3.4066, 0.3145], [-1.2108, 1.2859, -0.9473], [1.3861, -1.7260, -2.6882], [0.6349, 0.5914, -2.1904]], "max_force_ev_per_a": 6.0, "de_lowest_ev": 3.785, "homo_lumo_gap_ha": 0.2988, "lumo_energy_ev": 1.0199, "e_tot_ev": -13409.428}

{"formula": "C7H12NO", "method": "ωB97M-V with the def2-TZVPD basis set", "species": ["C", "C", "C", "C", "C", "C", "C", "N", "O", "H", "H", "H", "H", "H", "H", "H", "H", "H", "H", "H", "H"], "positions_angstrom": [[0.0031, 1.7712, -0.4624], [1.2802, 1.5657, -0.0258], [-0.8543, 0.5661, -0.3831], [0.2538, -0.5196, -0.0694], [-1.9043, 0.7183, 0.7711], [0.7537, -1.0816, -1.4171], [-0.0879, -1.6759, 0.9239], [1.4912, 0.3345, 0.4923], [2.7071, -0.3289, 0.4302], [-0.4023, 2.8165, -0.4464], [2.0834, 2.2560, 0.1324], [-1.2412, 0.1580, -1.3991], [-2.4763, 1.5817, 0.4644], [-1.4268, 0.9655, 1.7008], [-2.5295, -0.0892, 0.9719], [1.9327, -1.1111, -1.3327], [0.6200, -0.3260, -2.1050], [0.1580, -2.0239, -1.7411], [-0.6806, -2.3423, 0.2812], [-0.5809, -1.3167, 1.7942], [0.9010, -1.9181, 1.4197]], "max_force_ev_per_a": 2.9, "de_lowest_ev": 1.483, "homo_lumo_gap_ha": 0.2044, "lumo_energy_ev": 3.9029, "total_charge": -1, "e_tot_ev": -10988.043}

{"formula": "C7H12NO", "method": "ωB97M-V with the def2-TZVPD basis set", "species": ["C", "C", "C", "C", "C", "C", "C", "N", "O", "H", "H", "H", "H", "H", "H", "H", "H", "H", "H", "H", "H"], "positions_angstrom": [[-0.0876, -0.5327, -2.7271], [-0.9759, -1.4287, -2.2029], [0.4849, 0.1684, -1.6105], [-0.0898, -0.3644, -0.4674], [1.3497, 1.3967, -1.6285], [-1.2930, 0.4886, 1.7344], [-0.0243, -0.0451, 0.9775], [0.3156, -1.3459, 1.6988], [-0.9193, -1.3836, -0.8294], [-0.1208, -0.1756, -3.7533], [-1.5788, -2.2328, -2.6860], [2.0694, 1.4987, -2.3022], [0.6618, 2.1951, -1.9591], [1.4997, 1.6392, -0.5833], [-2.2233, -0.0303, 1.3603], [-1.1583, 0.4535, 2.7714], [-1.3846, 1.5498, 1.7191], [0.7257, 0.7313, 0.9354], [1.1958, -1.6880, 1.2355], [-0.4813, -1.9541, 1.3837], [0.3227, -1.1995, 2.7139]], "max_force_ev_per_a": 5.8, "de_lowest_ev": 1.304, "homo_lumo_gap_ha": 0.3366, "lumo_energy_ev": -3.4129, "total_charge": 1, "e_tot_ev": -10983.120}

Copy entry 4 word for word.
{"formula": "C7H12NO", "method": "ωB97M-V with the def2-TZVPD basis set", "species": ["C", "C", "C", "C", "C", "C", "C", "N", "O", "H", "H", "H", "H", "H", "H", "H", "H", "H", "H", "H", "H"], "positions_angstrom": [[0.0031, 1.7712, -0.4624], [1.2802, 1.5657, -0.0258], [-0.8543, 0.5661, -0.3831], [0.2538, -0.5196, -0.0694], [-1.9043, 0.7183, 0.7711], [0.7537, -1.0816, -1.4171], [-0.0879, -1.6759, 0.9239], [1.4912, 0.3345, 0.4923], [2.7071, -0.3289, 0.4302], [-0.4023, 2.8165, -0.4464], [2.0834, 2.2560, 0.1324], [-1.2412, 0.1580, -1.3991], [-2.4763, 1.5817, 0.4644], [-1.4268, 0.9655, 1.7008], [-2.5295, -0.0892, 0.9719], [1.9327, -1.1111, -1.3327], [0.6200, -0.3260, -2.1050], [0.1580, -2.0239, -1.7411], [-0.6806, -2.3423, 0.2812], [-0.5809, -1.3167, 1.7942], [0.9010, -1.9181, 1.4197]], "max_force_ev_per_a": 2.9, "de_lowest_ev": 1.483, "homo_lumo_gap_ha": 0.2044, "lumo_energy_ev": 3.9029, "total_charge": -1, "e_tot_ev": -10988.043}